No. 1
Entry from the OMol25 dataset: a molecular structure, C46H42ClO5P2S2Zr in a non-equilibrium geometry (ωB97M-V with the def2-TZVPD basis set).

Results
F_max = 0.07215 Eh/bohr
calculated total energy = -4140.302804 Ha
total charge = +1
ΔE to the lowest compared entry with this formula, charge and spin = 2.1627 eV
LUMO = -2.60 eV
HOMO energy = -8.8 eV

The geometry in XYZ format:
```
99
Properties=species:S:1:pos:R:3:lowdin_charge:R:1
Zr -0.704 -0.194 -0.832 1.449
O -0.654 -0.191 1.218 -0.656
S 0.708 0.340 1.795 0.983
C 1.316 -1.033 2.750 -0.394
C 0.831 -1.501 3.967 -0.079
C 1.433 -2.623 4.505 -0.060
C 2.491 -3.241 3.837 -0.049
C 2.908 -2.788 2.597 -0.062
C 2.288 -1.691 2.001 -0.315
P 2.017 -1.143 0.092 0.708
C 1.704 -2.938 -0.207 -0.371
C 0.575 -3.474 0.422 -0.146
C 0.331 -4.835 0.403 -0.081
C 1.214 -5.688 -0.249 -0.076
C 2.336 -5.167 -0.873 -0.068
C 2.589 -3.800 -0.845 -0.073
C 3.789 -0.806 -0.223 -0.374
C 4.539 -0.228 0.801 -0.089
C 5.875 0.089 0.603 -0.075
C 6.482 -0.190 -0.611 -0.078
C 5.741 -0.760 -1.637 -0.069
C 4.397 -1.044 -1.455 -0.149
C 0.135 1.571 2.971 -0.312
C 0.465 1.610 4.321 -0.053
C 0.146 2.724 5.081 -0.041
C -0.486 3.811 4.500 -0.041
C -0.751 3.803 3.141 -0.065
C -0.413 2.703 2.355 -0.262
P -0.614 2.985 0.560 0.901
C -2.317 3.561 0.492 -0.350
C -2.710 4.628 -0.312 -0.090
C -4.042 5.008 -0.343 -0.053
C -4.979 4.320 0.415 -0.046
C -4.589 3.248 1.209 -0.047
C -3.259 2.875 1.261 -0.094
C 0.520 4.303 0.105 -0.259
C 0.304 5.647 0.405 -0.086
C 1.234 6.595 0.015 -0.061
C 2.382 6.205 -0.662 -0.058
C 2.606 4.866 -0.948 -0.052
C 1.676 3.911 -0.572 -0.048
H 0.000 -1.030 4.474 0.113
H 1.078 -3.020 5.447 0.111
H 2.960 -4.115 4.274 0.112
H 3.682 -3.323 2.058 0.120
H -0.093 -2.817 0.971 0.101
H -0.540 -5.241 0.903 0.113
H 1.034 -6.755 -0.252 0.108
H 3.032 -5.827 -1.375 0.110
H 3.476 -3.407 -1.321 0.095
H 4.075 -0.032 1.758 0.097
H 6.440 0.552 1.402 0.106
H 7.529 0.041 -0.759 0.106
H 6.210 -0.968 -2.590 0.108
H 3.811 -1.432 -2.276 0.064
H 0.985 0.782 4.776 0.098
H 0.397 2.739 6.133 0.119
H -0.751 4.673 5.096 0.117
H -1.217 4.667 2.683 0.108
H -1.987 5.139 -0.934 0.114
H -4.350 5.837 -0.965 0.115
H -6.018 4.619 0.386 0.115
H -5.323 2.704 1.789 0.115
H -2.949 2.036 1.873 0.119
H -0.585 5.957 0.939 0.101
H 1.061 7.640 0.237 0.112
H 3.101 6.952 -0.974 0.113
H 3.504 4.564 -1.471 0.115
H 1.833 2.867 -0.819 0.096
C -4.394 -3.225 -0.541 -0.063
C -4.173 -2.119 -1.570 -0.366
C -5.168 -2.234 -2.738 -0.040
C -2.759 -2.083 -2.102 -0.170
C -2.451 -1.190 -3.232 -0.153
C -1.138 -1.351 -3.939 -0.129
C -0.275 -2.479 -3.574 -0.267
C 0.856 -2.828 -4.481 -0.030
C -0.553 -3.132 -2.437 -0.049
C -1.752 -2.879 -1.658 -0.049
H -5.443 -3.245 -0.251 0.084
H -3.804 -3.056 0.362 0.081
H -4.140 -4.205 -0.950 0.092
H -4.357 -1.160 -1.079 0.125
H -4.856 -3.000 -3.452 0.096
H -5.278 -1.285 -3.262 0.076
H -6.149 -2.513 -2.355 0.084
H -3.258 -0.695 -3.745 0.131
H -1.049 -0.955 -4.943 0.170
H 1.592 -2.019 -4.464 0.071
H 0.507 -2.943 -5.510 0.092
H 1.338 -3.751 -4.164 0.085
H 0.076 -3.957 -2.133 0.102
H -1.945 -3.567 -0.846 0.100
O -2.580 0.407 -0.647 -0.696
Cl -2.768 1.625 -1.715 1.014
O -3.830 1.256 -2.718 -0.557
O -1.333 -0.300 -2.961 -0.292
O -0.252 1.828 -0.384 -0.569
S 1.423 -0.214 -2.027 0.251
```

***

No. 2
Entry from the OMol25 dataset: 11 unconnected molecules or ions with the total composition C22H20Cl41NO7S in a non-equilibrium geometry (ωB97M-V with the def2-TZVPD basis set).

Results
F_max = 0.05093 Eh/bohr
SMILES string = CCCCO[C@@]1(Cl)OS(=O)(=O)O[C@]1(CCCCOC)OC#N.ClC(Cl)(Cl)Cl.ClC(Cl)(Cl)Cl.ClC(Cl)(Cl)Cl.ClC(Cl)(Cl)Cl.ClC(Cl)(Cl)Cl.ClC(Cl)(Cl)Cl.ClC(Cl)(Cl)Cl.ClC(Cl)(Cl)Cl.ClC(Cl)(Cl)Cl.ClC(Cl)(Cl)Cl
calculated total energy = -20697.529887 Ha
total charge = 0
LUMO = 0.01 eV
HOMO energy = -9.9 eV

The geometry in XYZ format:
```
92
Properties=species:S:1:pos:R:3:lowdin_charge:R:1
C 6.167 0.764 -2.120 -0.085
C 5.750 2.239 -2.324 -0.229
C 4.255 2.526 -2.242 -0.231
C 3.596 1.904 -1.019 -0.243
O 2.299 2.497 -0.807 -0.055
C 1.498 1.907 0.072 -0.708
Cl 2.367 0.812 1.314 0.770
O 0.753 2.777 0.897 -0.124
S -0.370 1.856 1.676 0.612
O -0.113 1.564 3.028 -0.234
O -1.566 2.602 1.541 -0.200
O -0.316 0.594 0.677 -0.140
C 0.360 1.015 -0.526 -0.411
C -0.723 1.676 -1.357 -0.071
C -2.051 0.908 -1.366 -0.155
C -1.922 -0.572 -1.718 -0.160
C -3.192 -1.391 -1.444 -0.196
O -3.258 -1.659 -0.039 -0.230
C -2.488 -2.784 0.307 -0.127
O 1.024 -0.139 -1.058 0.057
C 1.243 -0.065 -2.331 -0.451
N 1.699 0.113 -3.373 0.201
H 5.472 0.173 -1.528 0.061
H 6.364 0.229 -3.047 0.071
H 7.109 0.762 -1.568 0.063
H 6.285 2.849 -1.599 0.068
H 6.135 2.539 -3.299 0.108
H 3.688 2.272 -3.137 0.099
H 4.151 3.615 -2.105 0.049
H 4.243 2.102 -0.163 0.021
H 3.568 0.830 -1.181 0.098
H -0.414 1.916 -2.376 0.138
H -0.928 2.637 -0.884 0.130
H -2.530 1.021 -0.396 0.118
H -2.678 1.387 -2.119 0.060
H -1.167 -1.014 -1.068 0.089
H -1.572 -0.718 -2.743 0.113
H -4.097 -0.911 -1.823 0.079
H -3.019 -2.351 -1.929 0.106
H -2.980 -3.741 0.109 0.079
H -1.516 -2.821 -0.202 0.083
H -2.255 -2.682 1.365 0.094
Cl 0.437 0.145 6.325 0.500
C 2.166 -0.058 6.032 -2.033
Cl 2.522 0.359 4.354 0.511
Cl 3.079 1.002 7.114 0.526
Cl 2.622 -1.741 6.334 0.524
Cl -4.629 0.337 9.153 0.506
C -2.895 0.146 8.878 -2.050
Cl -2.516 0.567 7.205 0.497
Cl -2.001 1.210 9.969 0.528
Cl -2.431 -1.532 9.181 0.526
Cl 3.935 -4.664 -3.129 0.507
C 2.188 -4.400 -3.203 -2.005
Cl 1.876 -2.670 -2.938 0.601
Cl 1.616 -4.918 -4.800 0.490
Cl 1.385 -5.345 -1.942 0.522
Cl -8.072 -2.043 2.465 0.527
C -6.514 -1.916 1.641 -2.045
Cl -5.344 -1.138 2.714 0.540
Cl -5.944 -3.531 1.206 0.542
Cl -6.697 -0.955 0.173 0.515
Cl 7.864 3.156 0.872 0.541
C 6.736 3.668 2.134 -2.035
Cl 6.616 5.430 2.138 0.534
Cl 5.139 2.970 1.823 0.571
Cl 7.321 3.110 3.703 0.536
Cl -6.742 2.808 -4.545 0.537
C -5.378 2.453 -3.482 -2.051
Cl -4.875 3.929 -2.652 0.536
Cl -5.840 1.247 -2.286 0.528
Cl -4.035 1.821 -4.442 0.541
Cl -2.460 -3.228 -7.251 0.529
C -2.288 -4.199 -5.785 -2.041
Cl -1.136 -3.410 -4.694 0.484
Cl -3.865 -4.368 -5.008 0.527
Cl -1.677 -5.803 -6.211 0.521
Cl 6.063 -8.047 -2.910 0.520
C 4.491 -8.858 -2.923 -2.046
Cl 3.280 -7.773 -3.607 0.488
Cl 4.594 -10.326 -3.900 0.526
Cl 4.035 -9.282 -1.269 0.525
Cl 0.796 6.294 -4.703 0.526
C 2.330 6.039 -3.863 -2.029
Cl 2.752 7.494 -2.952 0.530
Cl 2.182 4.674 -2.754 0.620
Cl 3.600 5.695 -5.046 0.530
Cl -10.446 2.049 9.138 0.522
C -8.712 1.843 8.866 -2.064
Cl -8.323 2.256 7.194 0.522
Cl -7.813 2.900 9.959 0.518
Cl -8.263 0.162 9.176 0.506
```

***

No. 3
Entry from the OMol25 dataset: 2 unconnected molecules or ions with the total composition C7H14N5 in a non-equilibrium geometry (ωB97M-V with the def2-TZVPD basis set).

Results
F_max = 0.11140 Eh/bohr
calculated total energy = -548.351183 Ha
total charge = +1
ΔE to the lowest compared entry with this formula, charge and spin = 7.8630 eV
LUMO = -6.63 eV
HOMO energy = -9.6 eV

The geometry in XYZ format:
```
26
Properties=species:S:1:pos:R:3:lowdin_charge:R:1
C 0.737 1.993 -2.795 -0.172
C 0.838 2.140 -1.475 0.069
C 0.555 -1.169 1.112 -0.134
C -0.483 1.305 -3.348 -0.192
C -0.094 -2.429 2.740 -0.108
C -2.606 2.035 -2.263 -0.081
C 2.301 -2.369 3.877 0.043
N 1.616 -1.292 1.862 0.213
N -0.514 -1.740 1.588 0.164
N -1.413 1.264 -2.292 -0.374
N 1.338 -2.010 2.875 -0.096
N -0.860 1.041 -1.149 0.021
H 1.452 1.915 -3.609 0.106
H 1.305 2.898 -0.927 0.019
H 0.693 -0.616 0.211 0.112
H -0.901 1.853 -4.225 0.141
H 0.011 0.396 -3.620 0.111
H -0.786 -2.083 3.512 0.164
H -0.209 -3.629 2.668 0.232
H -2.441 3.023 -2.953 0.130
H -3.561 1.459 -2.627 0.107
H -2.897 2.308 -1.191 0.089
H 1.698 -2.750 4.782 0.143
H 2.797 -3.310 3.477 0.146
H 2.853 -1.549 4.093 0.069
H -1.430 1.317 -0.324 0.079
```

***

No. 4
Entry from the OMol25 dataset: 2 unconnected molecules or ions with the total composition C2H4NS in a non-equilibrium geometry (ωB97M-V with the def2-TZVPD basis set).

Results
<S²> = 2.019
multiplicity = 3
F_max = 0.06166 Eh/bohr
calculated total energy = -530.953818 Ha
total charge = +1
ΔE to the lowest compared entry with this formula, charge and spin = 6.9636 eV
LUMO (alpha / beta) = -4.83 / -8.92 eV
HOMO energy (alpha / beta) = -11.9 / -15.5 eV

The geometry in XYZ format:
```
8
Properties=species:S:1:pos:R:3:lowdin_charge:R:1
C -0.612 0.648 -0.197 -0.359
C 0.651 0.298 0.375 -0.486
N -0.116 -0.732 -0.362 0.064
S 0.841 1.479 -0.950 1.164
H -1.606 0.953 0.060 0.141
H 1.195 -0.120 2.180 0.118
H -0.565 -1.481 0.178 0.187
H 0.213 -1.046 -1.285 0.170
```

***

No. 5
Entry from the OMol25 dataset: C3H5N3O in the gas phase in a non-equilibrium geometry (ωB97M-V with the def2-TZVPD basis set).

Results
F_max = 0.04102 Eh/bohr
SMILES string = OCc1nc[nH]n1
calculated total energy = -356.799177 Ha
total charge = 0
ΔE to the lowest compared entry with this formula, charge and spin = 1.5837 eV
LUMO = 0.73 eV
HOMO energy = -10.1 eV

The geometry in XYZ format:
```
12
Properties=species:S:1:pos:R:3:lowdin_charge:R:1
O -2.133 1.060 0.189 -0.074
C -1.738 -0.278 -0.041 -0.197
C -0.211 -0.357 0.069 -0.344
N 0.612 -1.127 0.836 0.117
C 1.859 -0.613 0.542 -0.140
N 1.698 0.380 -0.335 -0.021
N 0.418 0.558 -0.658 0.072
H -1.508 1.598 -0.318 0.068
H -2.019 -0.594 -1.058 0.114
H -2.303 -0.896 0.663 0.119
H 2.933 -0.743 0.814 0.133
H 2.390 1.013 -0.704 0.152
```

***

No. 6
Entry from the OMol25 dataset: a molecular structure, C6H10 (ωB97M-V with the def2-TZVPD basis set).

Results
F_max = 0.01823 Eh/bohr
calculated total energy = -234.437400 Ha
total charge = 0
ΔE to the lowest compared entry with this formula, charge and spin = 4.4929 eV
LUMO (alpha / beta) = 0.71 / 0.78 eV
HOMO energy (alpha / beta) = -7.2 / -6.9 eV

The geometry in XYZ format:
```
16
Properties=species:S:1:pos:R:3:lowdin_charge:R:1
C -1.408 0.439 0.380 -0.203
C -0.417 1.100 -0.502 -0.120
C 1.032 0.959 -0.323 -0.340
C 1.601 -0.051 0.539 -0.018
C -0.236 -1.754 -0.022 -0.016
C -1.156 -0.800 -0.416 -0.215
H -1.119 0.349 1.430 0.115
H -2.416 0.844 0.298 0.108
H -0.750 1.769 -1.296 0.114
H 1.599 1.129 -1.247 0.122
H 0.989 1.955 0.221 0.161
H 1.203 -0.202 1.533 0.041
H 2.677 -0.218 0.465 0.048
H -0.035 -1.977 1.012 0.045
H 0.026 -2.554 -0.710 0.056
H -1.634 -0.906 -1.382 0.102
```